DFT (ωB97M-V/def2-TZVPD) results for 13 unconnected molecules or ions with the total composition C89H194ClN11O9 in a non-equilibrium geometry.

Each line ends with the Mulliken charge.
Cartesian coordinates (Å):
C1 16.196613 29.800584 19.756284  -1.58
C2 14.705767 29.643000 19.535933  1.24
C3 14.234700 28.301197 20.095650  -1.08
C4 12.775335 28.286180 20.449934  -0.82
C5 12.503852 29.206175 21.624976  -1.05
C6 13.236563 30.559310 21.506795  0.85
N1 14.064069 30.759951 20.265581  0.99
O1 14.220290 31.977974 19.800772  -0.29
C7 14.283907 30.732683 22.729651  -1.53
C8 12.273001 31.760285 21.608772  -1.61
C9 14.290585 29.746220 18.080594  -1.63
H1 16.423332 30.020672 20.815256  0.36
H2 16.608016 30.583828 19.089397  0.43
H3 16.740595 28.873441 19.456822  0.32
H4 14.952133 28.032652 20.887367  0.39
H5 14.415244 27.453162 19.430078  0.48
H6 12.349227 27.274287 20.625465  0.41
H7 12.205121 28.723443 19.650556  0.35
H8 12.773929 28.824300 22.641533  0.42
H9 11.436920 29.397411 21.727676  0.44
H10 14.757973 31.715225 22.688573  0.39
H11 15.014099 29.944100 22.668912  0.41
H12 13.622078 30.610450 23.610393  0.49
H13 12.785699 32.738917 21.705476  0.41
H14 11.708880 31.507642 22.489112  0.50
H15 11.580770 31.771333 20.773398  0.45
H16 15.067496 29.206279 17.585793  0.45
H17 14.325087 30.771209 17.733951  0.48
H18 13.310889 29.345662 17.845725  0.33
C10 19.417224 21.087920 11.714344  -1.82
C11 20.124344 22.435760 11.466397  1.08
C12 19.163740 23.636125 11.790141  -1.02
C13 19.924501 24.976295 11.810109  -0.86
C14 21.106587 24.981433 12.809945  -1.03
C15 22.068307 23.791958 12.694241  1.11
N2 21.259847 22.574078 12.378557  0.98
O2 21.854510 21.395265 12.871341  -0.32
C16 22.803538 23.632658 14.028668  -1.60
C17 23.146105 24.061043 11.587679  -1.47
C18 20.724949 22.413155 10.027141  -1.43
H19 18.440302 21.123905 11.268896  0.49
H20 19.230008 20.921768 12.792279  0.22
H21 20.066231 20.250754 11.444968  0.48
H22 18.456303 23.474582 12.620810  0.34
H23 18.470368 23.677765 10.977379  0.52
H24 19.300338 25.845425 12.035685  0.44
H25 20.300652 25.137128 10.799723  0.40
H26 20.800788 25.079908 13.846806  0.48
H27 21.760501 25.882652 12.717585  0.48
H28 23.723262 23.051588 14.086013  0.31
H29 22.139045 23.243129 14.808198  0.26
H30 22.975797 24.704875 14.184394  0.53
H31 22.754392 24.545170 10.680702  0.39
H32 23.805378 23.220270 11.326282  0.36
H33 23.724573 24.863382 12.040471  0.47
H34 21.150987 23.356448 9.760566  0.45
H35 19.816101 22.351530 9.422275  0.44
H36 21.373887 21.540946 9.842824  0.32
C19 25.036053 25.568982 19.262979  -1.52
C20 24.181696 24.918280 20.333080  1.14
C21 22.995265 24.139098 19.768110  -0.87
C22 23.392454 22.746223 19.298021  -0.88
C23 24.017961 21.971759 20.416406  -1.18
C24 25.347588 22.581432 20.867742  1.42
N3 25.147255 23.995461 21.151227  0.96
O3 25.814032 24.577035 22.024791  -0.31
C25 26.425777 22.583984 19.744999  -1.55
C26 25.894233 22.042583 22.137459  -2.13
C27 23.712025 25.983891 21.343787  -1.73
H37 25.236136 24.876461 18.441557  0.33
H38 26.003353 25.990020 19.568808  0.39
H39 24.431761 26.438853 18.965694  0.48
H40 22.527549 24.688489 18.950735  0.51
H41 22.231534 24.021373 20.534943  0.16
H42 24.151050 22.813426 18.509771  0.37
H43 22.558085 22.173310 18.899129  0.47
H44 24.397881 20.981986 20.053042  0.45
H45 23.345656 21.602245 21.214223  0.32
H46 27.377384 22.882079 20.180535  0.45
H47 26.333561 23.196152 18.859668  0.35
H48 26.476978 21.546932 19.363951  0.38
H49 25.894553 21.000295 22.050972  0.59
H50 25.326188 22.256974 23.040476  0.46
H51 26.846181 22.475542 22.270808  0.55
H52 24.563730 26.572549 21.676979  0.49
H53 23.195261 25.519997 22.165044  0.46
H54 23.067597 26.681266 20.804839  0.43
C28 24.825299 9.720272 19.775984  -1.57
C29 24.689437 11.118269 19.341241  0.71
C30 24.652305 11.250764 17.806937  -1.12
C31 24.307935 12.633952 17.342209  -0.48
C32 22.865938 13.030144 17.766251  -1.12
C33 22.649801 12.915661 19.226696  1.86
N4 23.351036 11.612891 19.940198  0.74
O4 22.991221 11.269244 20.895667  -0.31
C34 21.214870 12.720641 19.649972  -2.09
C35 23.263469 14.075630 20.067550  -1.69
C36 25.787990 11.929546 20.191271  -1.30
H55 25.765168 9.313550 19.427492  0.44
H56 23.943767 9.146131 19.495099  0.45
H57 24.834463 9.696671 20.871384  0.46
H58 23.946012 10.528503 17.401763  0.35
H59 25.649541 10.996456 17.449129  0.48
H60 24.324841 12.659079 16.230311  0.38
H61 25.063795 13.386727 17.637525  0.27
H62 22.151124 12.410161 17.234995  0.47
H63 22.567652 14.072031 17.552134  0.45
H64 20.776241 11.777625 19.237107  0.42
H65 20.740470 13.536430 19.093250  0.46
H66 21.001303 12.885157 20.692708  0.49
H67 24.306367 14.221707 19.728731  0.14
H68 23.227832 13.955057 21.162800  0.49
H69 22.620978 14.946005 19.807192  0.44
H70 25.446470 11.729732 21.178087  0.52
H71 25.815420 13.000684 19.989497  0.22
H72 26.748245 11.446900 19.950094  0.45
C37 11.130771 19.368319 19.227879  -1.81
C38 10.960750 20.124442 17.934703  1.04
C39 9.710205 21.051904 18.016933  -0.94
C40 9.848781 22.142623 16.962291  -0.85
C41 11.030696 23.057234 17.055249  -0.75
C42 12.340187 22.281978 16.893811  0.95
N5 12.242208 20.978735 17.814685  0.84
O5 13.280237 20.574480 18.309441  -0.23
C43 13.541527 23.047403 17.351368  -1.49
C44 12.584061 21.677269 15.490342  -1.21
C45 10.989366 19.098878 16.726755  -1.49
H73 10.111973 19.002178 19.541404  0.41
H74 11.606907 20.031705 19.989291  0.40
H75 11.897321 18.594387 19.078024  0.42
H76 9.726933 21.457378 19.044907  0.39
H77 8.825442 20.408763 17.914921  0.51
H78 8.948940 22.737910 16.834370  0.50
H79 9.811443 21.630566 16.021616  0.38
H80 10.960199 23.789007 17.890600  0.29
H81 11.032045 23.735099 16.203713  0.50
H82 13.352671 23.346326 18.401358  0.47
H83 13.734743 23.923044 16.743805  0.46
H84 14.388132 22.394352 17.245255  0.01
H85 13.592380 21.246777 15.492116  0.24
H86 12.490426 22.507243 14.764644  0.41
H87 11.872764 20.896402 15.253580  0.30
H88 11.994003 18.702459 16.602856  0.39
H89 10.796867 19.580531 15.800642  0.47
H90 10.192562 18.348529 16.932335  0.44
C46 20.486374 18.548978 21.044453  -1.04
O6 19.237840 18.851947 20.419782  0.10
C47 19.004239 18.128115 19.233791  -0.42
C48 17.767363 18.613483 18.569480  -0.97
N6 17.968941 20.086609 18.323847  0.82
H91 18.986253 20.371096 18.312777  0.06
H92 18.427168 18.466516 16.265839  0.22
C49 17.084050 20.857823 17.442315  -0.02
C50 17.741392 22.137657 16.935529  -0.58
O7 18.172340 22.987687 17.981944  0.01
C51 18.891813 24.162355 17.600004  -0.67
H93 21.319088 18.719918 20.383455  0.40
H94 20.453639 17.558813 21.495242  0.32
H95 20.630835 19.256654 21.843292  0.21
H96 18.939130 17.030192 19.498964  0.39
H97 19.887403 18.228551 18.580861  0.50
H98 16.892945 18.381770 19.227957  0.10
H99 17.668705 17.893488 17.759481  -0.01
H100 16.093251 21.138778 17.900678  -0.42
H101 16.743621 20.394110 16.501058  0.21
H102 16.994865 22.699737 16.285859  0.37
H103 18.645580 21.930717 16.321310  0.14
H104 19.188453 24.676573 18.474109  0.26
H105 18.292243 24.864663 17.006151  0.35
H106 19.773877 23.822025 17.002504  0.11
C52 27.070198 16.186185 11.817444  -0.66
O8 27.426248 15.958917 13.236617  -0.41
C53 27.916350 14.619337 13.515079  -0.64
C54 28.439527 14.610321 14.963399  -0.48
N7 29.322706 15.713329 15.080028  0.09
H107 30.240143 15.523988 14.703601  0.41
H108 28.843065 16.448438 14.539886  0.27
C55 29.410681 16.311205 16.445276  -0.80
C56 28.359447 17.414233 16.592047  -0.55
O9 27.156601 16.768663 16.880735  -0.14
C57 26.204584 17.680266 17.322362  -1.00
H109 26.740679 17.235050 11.785954  0.22
H110 26.265573 15.456748 11.578983  0.27
H111 27.994640 16.045492 11.233052  0.34
H112 28.706711 14.437654 12.754536  0.42
H113 27.103115 13.893276 13.354103  0.45
H114 28.780138 13.650557 15.269781  0.45
H115 27.562878 14.816051 15.584480  0.09
H116 30.398714 16.787054 16.411067  0.44
H117 29.317508 15.585880 17.260473  0.30
H118 28.312374 17.950440 15.629943  0.44
H119 28.706464 18.139233 17.367936  0.45
H120 26.379161 17.803898 18.402057  0.33
H121 25.195032 17.332045 17.148089  0.28
H122 26.315963 18.653419 16.891075  0.42
C58 15.000084 19.954727 25.259689  -1.02
C59 16.261016 20.873103 24.997589  -0.27
C60 15.916903 21.375092 23.609408  -1.14
N8 16.939317 22.152884 22.814794  0.65
C61 18.111618 21.343318 22.432726  -1.30
C62 17.408538 23.425524 23.543656  -0.69
C63 17.784350 24.355700 22.394664  -0.46
C64 16.642467 24.177941 21.462458  -0.17
C65 16.216400 22.671435 21.499283  -0.17
H123 15.040058 19.455404 26.220100  0.44
H124 14.947891 19.171272 24.475972  0.03
H125 14.099527 20.528282 25.148086  0.38
H126 17.182317 20.290365 25.068949  0.29
H127 16.326653 21.534356 25.848548  0.40
H128 15.059181 22.020369 23.686863  0.51
H129 15.618554 20.465245 23.053445  0.43
H130 17.724690 20.546574 21.782201  0.38
H131 18.627395 20.871256 23.289162  0.37
H132 18.891974 21.951432 21.956842  0.36
H133 18.167748 23.120218 24.260279  0.35
H134 16.566125 23.858360 24.065881  0.44
H135 18.721008 24.090954 21.934502  0.04
H136 17.818858 25.366549 22.803570  0.47
H137 16.884456 24.533453 20.453822  0.29
H138 15.762584 24.751960 21.732449  0.22
H139 16.528209 22.123944 20.577955  -0.25
H140 15.139338 22.558727 21.585182  0.38
C66 20.003841 16.928378 8.715113  -1.55
C67 18.975761 16.807567 9.838211  -0.18
C68 19.569389 16.075843 11.014379  -0.86
N9 18.601550 15.237874 11.889816  0.14
C69 17.413491 16.065180 12.310839  -0.92
C70 19.365735 14.709270 13.058043  -0.62
C71 20.282490 13.560688 12.479977  -0.77
C72 19.426981 12.996710 11.279746  -0.60
C73 18.182207 13.957520 11.194833  -0.45
H141 19.606382 17.669992 7.969118  0.39
H142 20.195756 15.982258 8.245991  0.44
H143 21.014388 17.230113 9.090736  0.34
H144 18.124158 16.234900 9.429379  0.37
H145 18.712448 17.840805 10.145346  0.28
H146 20.027842 16.741703 11.756324  0.43
H147 20.341305 15.392577 10.676644  0.40
H148 16.976536 16.433373 11.373370  0.41
H149 17.726517 16.902419 12.976551  0.29
H150 16.710592 15.470521 12.873765  0.40
H151 18.625692 14.318174 13.770208  0.46
H152 19.973774 15.475262 13.547353  0.37
H153 20.554673 12.877323 13.248553  0.44
H154 21.203339 13.991626 12.112084  0.34
H155 19.120897 11.956691 11.458189  0.37
H156 20.064940 12.994491 10.380268  0.30
H157 17.300915 13.522409 11.640954  0.46
H158 17.930005 14.206980 10.163020  0.32
C74 11.854363 15.474531 23.962704  -1.27
C75 12.680624 15.773192 22.668554  -0.27
C76 13.747203 14.710908 22.542219  -0.86
N10 14.755165 14.882086 21.408408  0.49
C77 14.028994 15.178103 20.152887  -1.36
C78 15.363063 13.473662 21.195675  -0.59
C79 16.635696 13.377159 22.043482  -0.50
C80 16.881639 14.822362 22.570991  -0.76
C81 15.943839 15.737399 21.861458  -0.13
H159 11.509973 16.483877 24.140715  0.38
H160 12.448600 15.290523 24.861814  0.37
H161 11.257327 14.568864 23.716778  0.38
H162 13.160680 16.751722 22.760919  0.34
H163 12.063984 15.746726 21.776239  0.33
H164 13.190645 13.761675 22.454171  0.40
H165 14.324433 14.630849 23.459250  0.32
H166 14.698906 15.055283 19.269905  0.33
H167 13.590899 16.187270 20.210137  0.60
H168 13.189800 14.455638 20.093811  0.40
H169 15.587651 13.411834 20.140228  0.37
H170 14.660272 12.673300 21.454872  0.31
H171 17.509822 12.924335 21.559562  0.26
H172 16.499934 12.685533 22.854441  0.36
H173 17.916580 15.135434 22.463540  0.41
H174 16.642742 14.786688 23.617863  0.37
H175 16.407112 16.283614 21.014887  0.10
H176 15.511779 16.466907 22.546781  0.16
C82 25.286164 16.602945 23.200120  -1.53
C83 25.268148 17.278457 24.547784  -0.28
C84 24.722026 16.410425 25.649368  -0.70
N11 24.078957 17.158616 26.829756  0.02
C85 25.056917 18.099583 27.470981  -0.99
C86 23.587318 16.213601 27.855987  -0.52
C87 22.212846 15.721818 27.357218  -0.73
C88 21.698600 16.859769 26.451806  -0.41
C89 22.814610 17.935541 26.360787  -0.59
H177 24.261215 16.339320 22.877099  0.29
H178 25.934986 15.740857 23.253417  0.40
H179 25.744676 17.299520 22.518436  0.50
H180 24.620838 18.164788 24.541534  0.26
H181 26.200117 17.718910 24.771234  0.44
H182 25.598092 15.853169 26.080612  0.43
H183 23.980807 15.724314 25.211147  0.30
H184 24.604543 18.479344 28.364856  0.49
H185 25.391506 18.883573 26.804481  0.32
H186 25.869878 17.433336 27.778943  0.45
H187 23.542477 16.767595 28.775914  0.44
H188 24.237391 15.360029 28.009881  0.33
H189 21.631055 15.464950 28.224087  0.40
H190 22.276085 14.762237 26.840215  0.35
H191 20.820999 17.366962 26.833863  0.39
H192 21.416816 16.492367 25.461446  0.19
H193 22.646611 18.728821 27.098225  0.47
H194 23.031629 18.374953 25.404330  0.31
Cl1 20.709694 20.123629 15.543285  -0.37

Force components x, y, z for each atom (eV/Å):
C 1.36 0.24 -0.57
C -0.45 -0.62 -0.29
C 0.75 -0.88 0.56
C -0.49 -0.23 1.22
C 0.28 0.01 1.04
C 0.57 1.93 0.51
N -0.33 5.87 -1.50
O -0.64 -6.97 2.65
C -1.22 -0.05 -0.91
C 0.59 -0.13 -0.07
C 0.25 0.71 -0.15
H 0.02 -0.06 -0.57
H -0.26 -0.13 0.63
H -0.63 0.46 0.31
H -0.72 0.18 0.60
H 0.19 0.59 -0.83
H 0.45 0.61 -0.07
H -0.24 -0.07 -0.79
H 0.07 -0.22 -1.01
H -0.05 0.17 -0.28
H -0.14 -0.13 0.12
H 0.33 -0.33 0.29
H 0.68 0.21 -0.36
H -0.42 -0.72 0.03
H -0.38 0.43 0.50
H -0.05 0.09 -0.22
H 0.27 -0.49 -0.82
H 0.09 0.17 -0.12
H -0.07 -0.18 0.18
C 0.78 0.14 1.50
C -0.81 -0.43 1.17
C 0.36 0.54 -0.39
C 0.65 -0.14 0.49
C 0.27 0.90 -0.44
C -0.12 -0.53 -0.17
N 5.24 -7.23 2.58
O -4.05 7.12 -3.00
C -0.57 0.43 0.15
C -0.27 0.39 -0.47
C -1.02 0.03 0.06
H -0.18 -0.22 -0.74
H 0.16 0.38 -0.27
H -0.43 0.11 -0.51
H 0.94 -0.26 0.31
H -0.35 -0.01 -0.91
H -0.18 -0.33 -0.07
H 0.08 0.17 0.00
H -0.57 -0.39 0.20
H -0.62 -0.51 -0.43
H -0.05 0.16 -0.59
H -0.06 0.21 -0.13
H 0.56 -0.39 0.74
H -0.16 -0.51 0.24
H -0.43 0.17 0.29
H 0.35 -0.13 0.10
H 0.65 0.34 -0.15
H 0.14 -0.30 -0.19
H -0.22 0.55 0.23
C 0.19 0.45 -0.58
C 0.14 0.52 1.23
C 0.06 -0.81 -0.03
C 0.13 -0.02 -0.35
C 1.07 -2.20 -0.11
C -0.58 0.92 0.07
N 1.26 4.18 2.38
O -2.36 -2.52 -3.28
C 0.51 -1.04 -0.05
C -0.41 -0.07 0.55
C 0.59 0.14 -0.95
H -0.26 0.39 -0.14
H -0.31 -0.27 0.40
H 0.28 -0.35 -0.45
H 0.25 0.27 0.06
H -0.07 0.13 0.23
H -0.31 0.05 -0.12
H -0.20 0.21 -0.13
H -0.43 0.59 -0.17
H 0.21 1.06 0.07
H 0.09 -0.23 0.09
H -0.69 0.34 0.06
H 0.20 0.37 0.38
H 0.60 -1.72 -0.10
H -0.39 0.32 -0.20
H 1.31 -0.12 0.44
H -0.12 -0.03 0.24
H -0.25 0.01 0.43
H -0.18 -0.19 0.10
C -0.50 -0.96 1.25
C 0.54 0.85 0.01
C 0.30 0.35 0.91
C -0.59 1.33 -1.30
C 0.81 0.06 -0.41
C -0.09 -1.15 3.67
N 4.96 5.01 -11.27
O -4.17 -3.80 9.92
C -0.91 0.23 -1.85
C 0.02 0.21 -1.00
C -0.94 -0.40 -2.07
H -0.04 -0.34 -0.23
H 0.30 -0.43 -0.40
H 0.24 -0.27 -0.16
H 0.01 -0.19 -0.03
H -0.03 -0.25 0.01
H 0.04 -0.07 0.62
H -0.38 -0.33 0.16
H -0.09 -0.29 -0.08
H 0.47 -0.26 -0.27
H 0.34 0.66 0.60
H -0.48 -0.07 0.16
H 0.12 -0.29 0.35
H -0.66 0.40 0.34
H -0.03 -0.29 -0.52
H 0.66 -0.29 0.17
H 0.47 0.06 1.13
H 0.19 -0.21 -0.02
H -0.35 0.28 0.35
C 0.36 -0.15 0.76
C 0.01 -0.21 0.08
C 1.42 0.35 0.28
C -1.78 -0.15 -0.31
C 0.22 0.31 -0.30
C -0.43 -0.39 0.54
N 2.06 -0.33 -0.31
O -2.66 0.88 -0.96
C -0.22 -0.06 0.93
C -0.13 0.45 0.33
C -0.32 0.59 1.04
H 1.32 0.13 -0.14
H -0.93 -0.38 -0.22
H -0.70 -0.30 0.20
H -0.29 -0.03 -0.38
H 0.19 0.34 -0.15
H -0.25 0.16 0.64
H 0.45 -0.31 -0.88
H 0.43 -0.97 0.05
H -0.17 0.00 -0.31
H 0.54 0.01 -0.48
H -0.34 0.17 -0.16
H 0.66 -0.02 0.31
H -0.16 0.14 -0.26
H 0.14 -0.51 0.27
H 0.02 0.24 -0.30
H -0.05 -0.55 0.39
H -0.74 0.31 -0.69
H 0.81 0.37 -0.14
C -0.94 0.25 0.12
O 0.23 0.29 0.31
C 1.44 -1.43 1.21
C 0.47 3.13 1.38
N -0.22 -1.31 -0.09
H -1.79 -0.51 -0.26
H 1.09 0.68 -0.22
C -0.18 0.76 0.36
C 0.29 1.29 -0.84
O -0.48 0.07 0.99
C -0.09 -1.40 -1.75
H 0.38 -0.40 -0.59
H 0.28 -0.28 -0.22
H -0.23 0.32 0.42
H -0.14 0.78 -0.41
H -0.23 0.06 -0.17
H 0.29 0.52 -0.67
H -0.25 -0.08 -2.10
H 0.98 -0.39 0.21
H 0.46 -0.81 0.01
H 0.69 -0.71 0.55
H -0.58 -0.29 0.04
H 0.42 0.30 1.03
H -0.05 -0.28 -0.09
H -0.39 0.57 0.35
C 0.47 -0.52 1.40
O 0.03 -0.40 0.27
C -0.07 0.57 -1.36
C -3.26 -0.95 -1.47
N 0.09 1.15 1.15
H 0.46 -0.05 -0.31
H 0.45 -0.08 -0.76
C 1.01 1.31 0.16
C 1.39 -0.49 -0.11
O -0.22 -0.12 -0.45
C -0.22 0.08 1.48
H 0.03 -0.56 -0.18
H 0.56 0.64 -0.27
H -0.63 -0.01 -0.13
H -0.19 -0.35 0.58
H 0.37 0.07 0.23
H 1.01 -0.57 0.08
H 0.20 0.19 0.06
H -0.15 -0.14 0.68
H 0.24 -0.05 -0.48
H -0.21 0.23 0.22
H -0.43 -0.55 -0.29
H -0.40 0.15 0.03
H -0.11 -0.29 -0.12
H 0.06 0.64 -0.64
C 1.34 -0.52 -0.51
C -1.00 -1.50 0.38
C 0.61 -0.25 0.30
N -0.92 0.63 -0.58
C 0.50 -1.00 0.02
C -0.03 -0.64 -0.70
C -0.05 0.16 1.56
C -1.27 -0.42 -1.58
C 1.34 0.74 -0.10
H -0.11 0.14 0.18
H 0.11 0.20 0.42
H -0.48 0.34 0.31
H -0.09 -0.20 -0.41
H -0.13 0.96 -0.26
H -0.36 0.29 -0.06
H 0.36 0.72 -0.28
H 0.55 0.28 -0.02
H -0.71 0.33 -0.03
H -0.62 -0.11 -0.25
H 0.09 0.18 -0.07
H -0.29 -0.14 0.23
H 0.45 0.04 -0.09
H 0.31 0.02 -0.25
H 0.00 -0.41 0.06
H 0.02 0.27 0.43
H 0.22 0.11 1.03
H 0.08 -0.09 0.39
C 0.45 1.16 -0.10
C -0.08 0.28 -0.12
C -0.05 -0.39 0.97
N -0.01 0.08 0.27
C 0.68 0.55 -0.39
C 0.94 -1.02 0.23
C -1.66 1.37 -0.70
C 0.27 0.32 0.66
C 1.23 -0.46 -1.30
H 0.73 -0.84 0.56
H -0.22 -0.50 -0.46
H -0.86 0.24 -0.23
H 0.04 0.59 0.24
H -0.44 -0.72 -0.18
H -0.02 0.07 -0.33
H -0.04 -0.23 0.01
H -0.15 0.03 0.57
H 0.08 -0.50 -0.74
H -0.14 -0.43 -0.10
H 0.21 0.02 -0.22
H -0.35 0.19 -0.17
H -0.08 -0.76 0.50
H 0.21 0.12 -0.09
H -0.06 0.43 -0.11
H -0.61 0.08 0.21
H -0.16 0.14 0.49
H -0.03 -0.06 0.08
C 1.16 0.10 -1.30
C 1.22 -0.29 0.81
C -0.55 -0.15 0.53
N 0.31 -2.39 0.19
C -0.35 0.62 -0.52
C 0.80 -0.30 0.00
C 0.23 0.32 0.00
C 0.43 -1.34 0.14
C -1.21 0.90 -0.68
H -1.83 -0.43 0.35
H 0.36 -0.35 -0.36
H -0.50 1.24 0.75
H -0.13 0.18 -0.11
H -0.39 0.21 0.13
H 0.64 0.16 -0.45
H 0.15 0.05 0.07
H -0.51 0.22 0.77
H 0.31 -0.37 -0.16
H 0.56 0.36 -0.13
H 0.06 -0.11 -0.21
H -0.08 0.55 -0.18
H -0.36 0.47 -0.56
H -0.36 -0.05 0.61
H 0.02 0.07 0.01
H 0.08 0.30 0.55
H -0.49 -0.55 0.16
H 0.10 0.21 -0.18
C -0.29 0.14 0.28
C -1.76 1.17 0.29
C 0.99 -0.74 0.88
N 0.05 1.14 -1.38
C 0.58 -1.37 -0.09
C -0.88 -1.09 -0.29
C 0.69 0.22 0.05
C -0.15 0.51 -0.43
C 0.37 -1.52 1.40
H 0.55 -0.03 0.01
H -0.02 -0.48 -0.19
H 0.00 0.11 -0.60
H -0.01 -0.01 -0.60
H 1.40 0.02 0.43
H -1.16 0.10 -0.16
H 0.14 0.11 0.58
H -0.25 0.47 0.32
H -0.03 0.00 -0.13
H 0.25 0.54 -0.04
H -0.31 0.14 0.43
H 0.53 0.17 -0.11
H -0.63 0.37 0.32
H 0.28 0.24 -0.28
H -0.25 -0.15 0.25
H 0.16 -0.05 0.05
H 0.15 -0.20 -0.15
H -0.19 0.05 -0.31
Cl -1.55 -1.09 0.62

Calculated values
total charge: +10
orbital gap: 0.1499 hartree